Molecular formula: C36H29BF2LuN8O3S2
Method: DFT, the ωB97M-V functional and the def2-TZVPD basis

Frontier orbital gap   4.44 eV
HOMO level   -7.398 eV
Total charge   +1
ΔE to the lowest compared entry with this formula, charge and spin   0.00 kcal per mole

```
82
Properties=species:S:1:pos:R:3:forces:R:3
Lu 0.1400 1.9705 1.1733 -1.81 0.22 -1.40
O 3.9227 3.0282 2.2723 -0.12 0.07 0.19
C 3.9532 3.1454 3.7361 -0.16 -0.04 0.42
C 5.1557 3.4785 4.3139 0.10 -0.06 -0.15
C 5.2452 3.4862 5.6950 -0.03 0.02 0.05
C 4.1303 3.1375 6.4578 0.14 0.01 0.03
C 2.9268 2.8337 5.8627 -0.05 -0.02 -0.23
C 2.7858 2.8632 4.4611 0.41 0.14 -0.05
C 1.5514 2.6554 3.7854 -0.78 -0.06 0.02
O 1.5386 3.1380 2.4239 0.53 0.04 1.29
N 0.4997 1.9847 4.1892 0.30 0.14 -0.19
N -0.4074 1.7704 3.2557 0.64 0.08 0.53
C -1.5881 1.1436 3.5633 -0.92 -0.46 0.15
C -2.4809 0.9417 2.5179 0.71 0.23 0.47
C -3.7535 0.3255 2.7135 -0.39 -0.14 -0.29
C -4.5941 0.1505 1.6599 0.15 0.00 0.39
C -4.2038 0.5945 0.3706 0.18 0.15 -0.27
C -2.9841 1.1916 0.2373 -0.25 -0.02 -0.21
N -2.1075 1.3768 1.2494 0.42 -0.01 0.39
H 4.6891 2.5113 1.9772 -0.03 0.00 -0.05
H 6.0185 3.7069 3.6990 -0.02 0.04 0.00
H 6.1759 3.7619 6.1695 0.00 -0.04 0.00
H 4.2142 3.1158 7.5362 -0.03 0.01 0.00
H 2.0548 2.5731 6.4468 0.01 0.03 0.03
H -1.7964 0.8277 4.5784 0.02 0.02 -0.01
H -4.0234 0.0156 3.7148 -0.01 -0.04 -0.02
H -5.5618 -0.3139 1.8007 0.01 -0.01 0.02
H -4.8552 0.4832 -0.4835 0.02 0.03 -0.01
H -2.6677 1.5715 -0.7304 0.01 -0.03 0.00
C -0.4041 -7.2320 -9.2933 0.00 0.02 -0.09
O -0.3499 -7.5525 -7.9125 0.01 -0.10 0.00
C -0.2984 -6.5401 -7.0284 0.00 0.19 0.13
C -0.2439 -6.9013 -5.6806 0.00 -0.15 -0.02
C -0.1889 -5.9351 -4.7024 -0.01 0.12 0.02
C -0.1883 -4.5771 -5.0352 -0.01 -0.18 -0.22
C -0.2424 -4.2261 -6.3828 0.00 0.04 0.21
C -0.2969 -5.1890 -7.3723 0.00 -0.07 -0.16
C -0.1205 -3.5213 -4.0347 0.07 0.29 0.15
N -0.0752 -2.2330 -4.3003 -0.03 -0.02 -0.22
C -0.0079 -1.6077 -3.0927 -0.02 -0.36 0.35
C -0.0106 -2.5291 -2.0597 0.04 0.34 -0.33
N -0.0760 -3.7473 -2.6819 -0.08 -0.20 0.01
C 0.0776 -2.1617 -0.6899 0.01 0.20 0.05
C 0.0998 -3.0585 0.3899 0.01 0.10 0.13
C 0.2201 -2.5708 1.6672 -0.01 -0.20 -0.20
C 0.3146 -1.1935 1.8566 0.01 0.24 0.18
N 0.2773 -0.3236 0.8593 0.03 -0.56 -0.19
C 0.1617 -0.7806 -0.4109 -0.02 -0.34 0.14
C 0.1380 0.1964 -1.4777 -0.06 0.12 -0.35
N 0.1882 1.5106 -1.1366 -0.12 -0.30 -0.47
C 0.1534 2.4176 -2.1012 0.04 0.11 0.15
C 0.0778 2.0962 -3.4547 -0.01 -0.11 -0.14
C 0.0289 0.7734 -3.8212 0.01 0.10 0.05
C 0.0557 -0.2085 -2.8232 0.01 0.06 0.25
H -0.4390 -8.1800 -9.8209 0.00 -0.01 0.02
H 0.4839 -6.6783 -9.6066 0.00 0.00 0.02
H -1.3003 -6.6541 -9.5304 0.01 0.00 0.02
H -0.2420 -7.9538 -5.4302 -0.01 0.02 0.01
H -0.1436 -6.2561 -3.6681 0.00 -0.02 -0.01
H -0.2410 -3.1773 -6.6451 0.00 0.00 -0.02
H -0.3343 -4.8818 -8.4076 -0.01 0.00 0.03
H -0.1317 -4.6459 -2.2362 0.02 -0.01 -0.03
H 0.0261 -4.1243 0.2151 0.00 -0.01 0.01
H 0.2450 -3.2340 2.5195 0.00 0.02 0.02
H 0.4279 -0.7824 2.8526 -0.06 0.03 -0.01
H 0.1856 3.4550 -1.7881 0.00 0.00 0.01
H 0.0525 2.8862 -4.1913 0.01 0.01 0.01
H -0.0329 0.4650 -4.8564 -0.01 0.01 0.00
F 2.4286 2.9280 0.3327 0.28 0.27 0.35
B 2.5790 2.5827 1.6732 0.81 -0.52 -0.72
F 2.4969 1.1589 1.6981 0.22 0.39 0.19
S -0.6915 4.6149 0.9106 0.08 0.03 -0.64
C -1.3782 4.5609 2.4478 -0.41 0.19 0.37
N -0.7435 4.7931 3.5846 0.05 0.00 0.03
C -1.4677 4.5321 4.8200 -0.08 -0.04 0.18
C -2.9500 4.6618 4.4817 -0.08 0.02 -0.30
S -3.0731 4.3143 2.6903 0.19 -0.07 0.06
H 0.2644 4.8539 3.6036 0.03 0.02 -0.18
H -1.1700 5.2536 5.5798 0.00 0.00 -0.01
H -1.2266 3.5272 5.1760 0.01 0.00 -0.06
H -3.3312 5.6662 4.6528 0.02 0.00 0.06
H -3.5614 3.9398 5.0148 0.03 0.01 0.06
```
Positions in Å, forces in eV/Å.

In the Löwdin picture, each atom carries the following charge in e: 1.591, 0.242, -0.102, -0.009, -0.066, -0.063, -0.001, -0.095, -0.289, -0.045, 0.105, -0.221, -0.180, -0.349, -0.053, -0.086, -0.098, -0.182, -0.083, 0.202, 0.130, 0.111, 0.113, 0.121, 0.105, 0.109, 0.104, 0.092, 0.100, -0.068, -0.065, -0.278, 0.009, -0.024, -0.161, -0.011, -0.002, -0.245, 0.191, -0.170, -0.123, 0.188, -0.059, 0.024, -0.015, -0.097, -0.006, -0.127, -0.134, -0.007, -0.111, -0.017, 0.037, -0.062, 0.096, 0.098, 0.098, 0.125, 0.106, 0.114, 0.107, 0.151, 0.121, 0.118, 0.114, 0.102, 0.117, 0.128, 0.159, -1.153, 0.129, 0.598, -1.109, -0.032, -0.202, -0.371, 0.990, 0.134, 0.128, 0.101, 0.080, 0.083